(1)
This record from the OMol25 dataset describes 6 unconnected molecules or ions with the total composition C21H53N5O7 in a non-equilibrium geometry. The level of theory is ωB97M-V with the def2-TZVPD basis set.

- maximum force (eV/Å) = 9.28
- LUMO energy (eV) = 0.255
- Kohn-Sham gap (eV) = 8.90
- E_HOMO (eV) = -8.6
- SMILES string = C#CN(CC(N)(N)N)C(=O)OCN.CC(C)O.CC(C)O.CC(C)O.CC(C)O.CC(C)O

The geometry in XYZ format:
```
86
Properties=species:S:1:pos:R:3:lowdin_charge:R:1
O 3.4215 -1.3400 1.2538 0.0293
O -1.5985 -2.3222 -0.4775 -0.0865
O -4.1983 0.3924 -2.0668 -0.0636
O -4.6599 -2.1108 2.5363 -0.0810
O 5.3971 3.6857 5.2514 -0.0647
O 5.6010 -1.0391 0.2885 -0.1028
O -3.3055 5.0817 -3.6252 -0.0729
N 5.5838 0.7673 1.9041 -0.0093
N 3.0761 -5.0578 -2.1436 0.0235
N 4.1489 -4.4546 -0.0450 0.0431
N 1.8046 -3.7508 -0.5328 0.0652
N 3.6051 -1.2817 -1.2872 -0.0717
C 3.1894 -3.9105 -1.1162 -0.5692
C -4.6710 -1.4089 3.7767 -0.4946
C 2.2348 -0.6739 -1.4595 -0.0731
C -3.4857 0.3630 -4.3625 -0.0595
C -1.5937 6.6467 -4.2571 -0.0647
C -3.5883 -0.3417 3.7613 -0.0617
C -3.0559 -4.1037 -1.1712 -0.0605
C 4.6532 2.1586 6.9524 -0.0708
C 3.7651 -2.6247 -1.9413 -0.1209
C 3.9397 1.9043 4.5577 -0.0743
C -2.4865 1.9574 -2.6987 -0.0692
C -2.1741 5.2584 -4.4739 -0.5062
C -6.0463 -0.8001 3.9987 -0.0667
C 5.9401 0.3827 0.4645 -0.2382
C -1.9359 -3.6851 -0.2322 -0.5000
C -3.0669 0.5691 -2.9156 -0.5052
C 5.0597 2.3228 5.4967 -0.5104
C -2.3424 -3.8493 1.2235 -0.0550
C -2.5929 5.0524 -5.9208 -0.0617
C 4.1238 -1.2171 0.1255 -0.2642
C 0.8402 -0.3834 -1.3653 0.1093
H 4.0273 -5.5282 -2.0754 0.0744
H 3.3392 -2.5240 -3.0493 0.1478
H -6.8168 -1.5784 3.9951 0.0803
H 3.7415 -5.3535 0.3260 0.0941
H -1.4331 4.5017 -4.1938 0.1296
H 3.0472 -4.6832 -3.1170 0.0544
H -3.0201 4.0534 -6.0594 0.0763
H -6.0923 -0.2660 4.9529 0.0802
H 5.3609 1.0261 -0.3302 0.1356
H -2.3338 7.4213 -4.4877 0.0814
H -2.6054 -0.7930 3.5884 0.0809
H -2.3259 -0.1876 -2.6355 0.1202
H -3.3280 -5.1527 -1.0182 0.0802
H -3.7548 0.3738 2.9482 0.0818
H -2.5931 -4.8907 1.4483 0.0842
H 5.9535 1.7225 5.2942 0.1344
H -2.6337 0.4768 -5.0400 0.0814
H -3.2266 2.7320 -2.9294 0.0668
H -3.3683 5.7705 -6.2104 0.0821
H -2.2010 2.0958 -1.6505 0.0821
H 4.2420 2.0394 3.5137 0.0506
H 1.7780 -3.1284 0.3039 0.0767
H 7.0952 0.6228 0.2901 0.1412
H -3.9475 -3.4851 -1.0179 0.0802
H -2.3862 -1.7817 -0.3002 0.0843
H -6.2999 -0.1009 3.1939 0.0812
H -2.7536 -3.9685 -2.2151 0.0776
H -4.4588 -2.1371 4.5672 0.1420
H -4.8616 1.0601 -2.3083 0.0931
H -1.7409 5.1661 -6.5983 0.0819
H -4.8474 -1.4721 1.8285 0.0964
H -3.2087 -3.2218 1.4617 0.0493
H -0.7117 6.8083 -4.8847 0.0815
H -3.5605 0.2062 4.7084 0.0804
H 3.0482 2.5228 4.7110 0.0811
H -0.1752 0.2383 -1.4541 0.0558
H 4.4025 1.1173 7.1772 0.0798
H 3.7869 2.7862 7.1905 0.0801
H 4.9378 -2.8057 -2.0740 0.1461
H -3.9129 -0.6359 -4.5011 0.0807
H -1.0421 -4.2854 -0.4347 0.1238
H -4.2611 1.0811 -4.6521 0.0809
H 5.4644 2.4752 7.6167 0.0788
H 6.3044 1.4034 2.3147 0.0773
H 5.6144 -0.1417 2.4329 0.0882
H 3.6676 0.8553 4.7107 0.0841
H -1.5312 -3.5327 1.8878 0.0829
H -3.9688 5.7494 -3.8666 0.0956
H 5.1082 -4.5890 -0.4318 0.0737
H 4.6094 4.2263 5.4286 0.0916
H -1.6045 2.1190 -3.3264 0.0788
H -1.3082 6.7851 -3.2088 0.0822
H 1.2028 -3.3801 -1.3188 0.0824
```



(2)
This record from the OMol25 dataset describes 7 unconnected molecules or ions with the total composition C21H53N6O8P3 in a non-equilibrium geometry. The level of theory is ωB97M-V with the def2-TZVPD basis set.

- maximum force (eV/Å) = 1.42
- LUMO energy (eV) = 0.519
- Kohn-Sham gap (eV) = 7.74
- E_HOMO (eV) = -7.2
- SMILES string = CCP(C)#[PH]P(O)O.CNC(C)=O.CNC(C)=O.CNC(C)=O.CNC(C)=O.CNC(C)=O.CNC(C)=O

The geometry in XYZ format:
```
91
Properties=species:S:1:pos:R:3:lowdin_charge:R:1
P -7.6365 4.1699 1.8898 0.5004
P -5.4795 4.5810 2.1312 0.4315
P -4.4259 4.1111 0.2515 0.6185
O -7.6529 2.7212 1.1363 -0.3859
O 4.0148 0.0576 1.3526 0.0159
O -8.1876 -0.4208 2.3716 0.0227
O 9.3190 1.7964 -4.9734 0.0252
O -8.2882 5.0817 0.6984 -0.3438
O -2.5126 0.9619 2.9307 0.0044
O -2.4632 -5.3997 1.9235 0.0200
O 4.5640 2.1170 -3.0728 0.0207
N 2.4311 1.2123 2.4435 0.0081
N 11.2102 0.5930 -5.0286 0.0075
N 5.5593 0.2140 -2.4330 0.0102
N -1.2668 -7.2317 2.4107 0.0080
N -2.4653 -1.2589 3.2519 0.0155
N -8.6400 -2.0503 0.8974 0.0055
C -1.0020 -8.5215 3.0178 -0.0763
C 3.6966 2.3244 0.6615 -0.0050
C 5.3913 1.2488 -3.3038 -0.5463
C 3.4057 1.1072 1.5035 -0.5536
C -9.1374 -2.6153 -0.3404 -0.0791
C 1.6053 2.3639 2.7625 -0.0662
C -2.0892 5.1070 1.6078 -0.1818
C -2.0445 -2.6315 3.0100 -0.0786
C -2.9680 5.2405 0.3466 -0.5092
C -1.0519 -0.2832 1.5052 -0.0087
C -3.5342 -7.0189 3.3232 -0.0076
C -8.6536 -0.7499 1.2890 -0.5447
C 6.4875 -0.8922 -2.5328 -0.0798
C -2.0672 -0.1328 2.6153 -0.5485
C 12.3881 0.0001 -5.6308 -0.0779
C 10.4253 1.6697 -7.0898 -0.0078
C 10.2619 1.3673 -5.6183 -0.5373
C -3.7033 2.4548 0.5558 -0.3749
C 6.2647 1.2639 -4.5339 -0.0144
C -9.2432 0.2694 0.3490 -0.0116
C -2.3914 -6.4755 2.4964 -0.5398
H -0.8352 0.6992 1.0959 0.0694
H 7.1617 -0.9013 -1.6742 0.0823
H 12.3579 -1.0865 -5.5360 0.0828
H -1.5874 -3.0371 3.9152 0.0848
H -0.1384 -8.4588 3.6816 0.0836
H 2.8165 2.6216 0.0907 0.0900
H -2.3696 5.1126 -0.5555 0.0603
H 4.4882 2.0745 -0.0374 0.0653
H 6.0184 2.1423 -5.1217 0.0848
H 12.4456 0.2529 -6.6838 0.0701
H 2.2871 0.3649 2.9693 0.1337
H 4.0230 3.1622 1.2787 0.0860
H -10.2925 0.0596 0.1364 0.0884
H -3.2300 -7.1607 4.3607 0.0848
H -9.1643 1.2328 0.8334 0.0500
H -2.1583 4.1210 2.0672 0.0411
H -0.5441 -6.8144 1.8454 0.1404
H 1.8498 3.2151 2.1370 0.0730
H -4.2599 1.9238 1.3279 0.0157
H 5.9487 -1.8416 -2.5542 0.0808
H -3.7028 1.8679 -0.3613 0.0264
H -3.1415 -1.0890 3.9800 0.1399
H -1.3229 -2.6831 2.2032 0.0725
H -4.3487 -6.3025 3.2903 0.0819
H -7.8765 5.9463 0.6743 0.0296
H -5.4185 5.9899 2.1210 -0.1438
H -8.3306 -3.1094 -0.8843 0.0825
H 7.0805 -0.8084 -3.4375 0.0683
H -1.8576 -8.8538 3.5954 0.0702
H 13.2909 0.3631 -5.1371 0.0833
H -8.6826 0.2952 -0.5861 0.0937
H -1.0378 5.3017 1.3889 0.0601
H -9.5534 -1.8375 -0.9715 0.0708
H 1.7600 2.6377 3.8074 0.0851
H -0.1283 -0.7135 1.8947 0.0777
H -0.7915 -9.2668 2.2494 0.0836
H 9.5935 2.2925 -7.4024 0.0833
H 11.3569 2.2051 -7.2752 0.0844
H -2.6813 2.5109 0.9272 0.0028
H 4.9513 0.2502 -1.6279 0.1230
H -2.8975 -3.2489 2.7462 0.0643
H 11.0441 0.4312 -4.0478 0.1394
H -2.3960 5.8266 2.3688 0.0589
H 6.0857 0.3727 -5.1383 0.0859
H -3.8851 -7.9705 2.9230 0.0844
H -1.4375 -0.9159 0.7056 0.0884
H -3.3689 6.2567 0.3306 0.0500
H 7.3190 1.3105 -4.2641 0.0487
H -8.2259 -2.6715 1.5741 0.1375
H -7.3888 2.0612 1.7932 0.0298
H 0.5507 2.1178 2.6237 0.0686
H -9.9168 -3.3519 -0.1372 0.0816
H 10.4202 0.7514 -7.6778 0.0843
```



(3)
This record from the OMol25 dataset describes a molecular structure, C21H54AsBrN2OPtSi in a non-equilibrium geometry. The level of theory is ωB97M-V with the def2-TZVPD basis set.

- charge = +2
- maximum force (eV/Å) = 1.74
- LUMO energy (eV) = -8.289
- Kohn-Sham gap (eV) = 5.18
- E_HOMO (eV) = -13.5

The geometry in XYZ format:
```
82
Properties=species:S:1:pos:R:3:lowdin_charge:R:1
Pt 1.1806 0.2899 -0.3505 0.8686
Br -2.9378 -1.4670 0.1510 0.5333
As 0.4729 2.4506 -1.0559 0.9597
Si -4.7043 -2.9230 0.0808 0.5319
O -0.4516 0.7203 1.5598 -0.1312
N 1.5714 -1.8365 -0.1876 -0.3889
N 3.3326 0.3369 0.2418 -0.3476
C 1.3662 -2.2203 -1.6003 -0.0593
C -5.9924 -4.2547 -2.0852 -0.0765
C 4.0799 1.4440 -0.3773 -0.0646
C -6.6050 -0.9328 -0.7209 -0.0995
C -2.7761 -4.6354 1.3758 -0.1220
C 3.8641 -0.9662 -0.2068 -0.1652
C -1.4013 2.6323 -1.5093 -0.2400
C -3.5299 -4.5932 -1.8977 -0.1053
C -4.4864 -3.6644 2.8567 -0.0989
C -6.2373 -1.7928 0.4895 -0.6339
C 0.6191 -2.5694 0.6701 -0.0687
C 3.3216 0.4785 1.7082 -0.0507
C -5.1289 -5.4687 1.2563 -0.0763
C -4.6637 -3.5664 -1.7446 -0.6315
C -4.3968 -2.4533 -2.7655 -0.1188
C 2.9622 -2.0995 0.2354 -0.1617
C 0.7810 3.9182 0.1689 -0.2515
C -5.9185 -0.8457 1.6512 -0.1196
C -7.4106 -2.7059 0.8581 -0.0786
C 1.4152 3.0870 -2.6291 -0.2594
C -4.2544 -4.2196 1.4457 -0.6284
H 0.5366 4.8431 -0.3519 0.0515
H -3.4359 -1.9659 -2.5974 0.0335
H 1.5420 -3.2912 -1.7347 0.1186
H -1.5521 3.5911 -2.0020 0.0547
H 2.6449 -0.2392 2.1660 0.0841
H -4.8963 -6.1978 2.0374 0.0972
H 0.8472 -3.6383 0.6678 0.1185
H 4.8705 -1.1219 0.1960 0.1521
H 0.1497 3.8239 1.0498 0.0409
H -5.5669 -1.3595 2.5425 0.0555
H 5.1232 1.4326 -0.0480 0.1183
H -2.5565 -4.1579 -1.6556 0.0645
H -2.5921 -5.3918 2.1445 0.0935
H -4.1474 -4.4043 3.5876 0.0944
H 3.9410 -0.9355 -1.2935 0.1263
H 0.6781 -2.2001 1.6932 0.0981
H -4.3645 -2.9029 -3.7627 0.0927
H 2.4872 3.1056 -2.4384 0.0233
H -5.1751 -1.6930 -2.7791 0.0632
H -6.9699 -1.5248 -1.5589 0.0679
H 2.9825 1.4785 1.9695 0.1003
H -2.0009 2.5981 -0.6006 0.0416
H -5.1785 -0.0983 1.3647 0.0462
H -3.6848 -5.4797 -1.2841 0.0649
H -1.7259 1.8288 -2.1685 0.0398
H 3.3203 -3.0426 -0.1841 0.1500
H -6.8329 -3.5621 -2.0591 0.0675
H 1.0873 4.1016 -2.8517 0.0509
H 4.0607 1.3504 -1.4610 0.0964
H -5.5375 -3.4696 3.0640 0.0712
H -6.2069 -5.0872 -1.4122 0.0776
H -5.9382 -4.6570 -3.1007 0.0970
H 4.3254 0.3301 2.1179 0.1208
H -0.3957 -2.4198 0.3030 0.0070
H 3.6326 2.3930 -0.0903 0.0788
H -2.5018 -5.0690 0.4151 0.0589
H -7.2328 -3.2436 1.7896 0.0682
H -4.9488 -5.9546 0.2968 0.0659
H -3.9128 -2.7516 3.0323 0.0723
H -0.3975 0.6936 2.5233 0.0796
H -7.4115 -0.2487 -0.4378 0.0967
H -8.3125 -2.1029 1.0027 0.0984
H -1.2513 0.2395 1.3035 -0.0416
H 0.3380 -1.9976 -1.8906 0.0963
H -6.8315 -0.3092 1.9295 0.0960
H -7.6327 -3.4312 0.0730 0.0741
H 1.8257 3.9535 0.4727 0.0272
H 2.0506 -1.6765 -2.2520 0.0901
H -3.4923 -4.9253 -2.9398 0.0944
H 1.2163 2.4567 -3.4941 0.0426
H 2.9866 -2.1907 1.3202 0.1258
H -2.1142 -3.7928 1.5843 0.0319
H -6.1927 -5.2370 1.3295 0.0769
H -5.7650 -0.3194 -1.0538 0.0720
```